(1)
Below is the ion C6H13ClP with charge +1, with properties calculated with ωB97M-V with the def2-TZVPD basis set.

Summary:
- Charge: +1
- Frontier orbital gap: 0.4031 Eh
- E_LUMO: -3.288 eV
- HOMO level: -0.52397 Ha
- F_max: 0.5 eV/Å
- Multiplicity: 1
- Energy: -1037.71906 Eh
- Relative energy (zero: lowest compared OMol25 entry of this formula, charge and spin): 0.0 kJ/mol

The geometry in XYZ format:
```
21
Properties=species:S:1:pos:R:3:forces:R:3:nbo_charge:R:1
Cl 2.974 1.944 -2.012 -0.1 -0.2 0.3 -0.011
P -0.243 -0.054 0.237 -0.1 0.1 -0.1 1.531
C -1.979 0.054 -0.214 0.5 0.0 0.2 -0.579
C 0.698 0.914 -0.997 0.0 -0.2 0.3 -0.743
C 0.333 -1.767 0.260 -0.2 0.3 0.0 -0.968
C 2.195 0.974 -0.717 0.1 0.2 -0.3 -0.379
C -2.707 -0.971 -0.633 0.1 0.0 0.1 -0.243
C -0.039 0.680 1.878 0.0 -0.2 -0.3 -0.960
H -3.745 -0.845 -0.893 -0.2 0.1 0.0 0.237
H 0.296 -2.187 -0.744 0.0 0.0 0.0 0.276
H 0.519 0.464 -1.978 -0.1 0.0 0.1 0.274
H 2.415 1.470 0.228 0.0 -0.1 -0.1 0.225
H -0.667 0.147 2.592 0.0 0.0 0.0 0.279
H -0.299 -2.354 0.926 0.0 0.0 0.0 0.278
H 2.655 -0.013 -0.739 0.0 0.1 0.0 0.224
H 1.000 0.611 2.196 0.0 0.0 0.0 0.270
H -2.396 1.049 -0.120 -0.1 0.0 0.0 0.258
H -0.341 1.727 1.852 0.0 0.0 0.0 0.275
H 0.281 1.926 -1.015 0.0 -0.1 0.0 0.272
H -2.310 -1.967 -0.733 0.1 -0.2 0.0 0.207
H 1.359 -1.802 0.626 0.0 0.0 0.0 0.277
```
Positions in Å, forces in eV/Å.


(2)
Below is a cluster of 2 separate species, H2S2 in total, with properties calculated with ωB97M-V with the def2-TZVPD basis set.

Summary:
- Frontier orbital gap (alpha / beta): 0.2757 / 0.2988 Eh
- E_LUMO (alpha / beta): -1.628 / -0.925 eV
- HOMO level (alpha / beta): -0.33547 / -0.33277 Ha
- F_max: 2.0 eV/Å
- Multiplicity: 1
- Energy: -797.45219 Eh
- Relative energy (zero: lowest compared OMol25 entry of this formula, charge and spin): 284.3 kJ/mol

The geometry in XYZ format:
```
4
Properties=species:S:1:pos:R:3:forces:R:3:nbo_charge:R:1
S 0.565 0.651 1.224 0.3 -2.0 0.1 -0.117
S 0.400 1.528 -0.544 -1.3 -0.8 -0.3 -0.053
H 0.529 -1.518 0.661 0.2 1.8 0.5 0.034
H -0.861 0.966 -0.734 0.9 1.0 -0.3 0.137
```
Positions in Å, forces in eV/Å.


(3)
Below is a structure of composition C17H25N4OPd, with properties calculated with ωB97M-V with the def2-TZVPD basis set.

Summary:
- Charge: +1
- Frontier orbital gap (alpha / beta): 0.1850 / 0.1849 Eh
- E_LUMO (alpha / beta): -2.816 / -2.816 eV
- HOMO level (alpha / beta): -0.28845 / -0.28841 Ha
- F_max: 1.1 eV/Å
- Multiplicity: 1
- Energy: -1084.61202 Eh
- Relative energy (zero: lowest compared OMol25 entry of this formula, charge and spin): 109.9 kJ/mol

The geometry in XYZ format:
```
48
Properties=species:S:1:pos:R:3:forces:R:3:nbo_charge:R:1
Pd -0.685 0.307 0.437 -0.1 0.9 0.6 0.011
O 1.076 2.578 0.813 0.0 0.4 -0.1 -0.545
N 2.054 -0.026 -0.709 0.8 -0.3 -0.6 -0.632
N -3.105 -0.098 0.947 -0.1 0.1 -0.2 -0.432
N -1.334 -1.571 -0.516 -0.1 -0.1 0.1 -0.457
N 4.746 0.319 -1.576 -0.1 0.1 0.1 -0.497
C 4.460 -0.066 -0.144 0.0 -0.2 0.1 -0.240
C -3.927 0.661 1.658 0.0 0.0 0.1 0.057
C -0.771 -3.467 -1.868 0.1 0.1 0.0 -0.259
C 0.036 1.876 1.298 0.2 -0.8 -0.1 0.261
C 3.655 1.206 -2.127 -0.2 0.0 -0.1 -0.240
C 3.123 -0.802 -0.126 -0.1 0.2 0.0 -0.252
C -5.233 0.300 1.954 0.1 0.1 0.0 -0.242
C -0.587 2.489 2.515 0.0 0.0 0.0 -0.767
C -2.045 -3.973 -1.708 -0.2 0.0 0.1 -0.147
C -2.951 -3.258 -0.942 0.0 -0.2 -0.1 -0.224
C 2.351 0.417 -2.052 0.0 0.1 0.2 -0.252
C 1.462 3.868 1.342 0.0 -0.1 0.0 -0.282
C -3.549 -1.251 0.466 0.2 -0.3 -0.2 0.154
C -2.572 -2.059 -0.356 -0.3 0.2 0.1 0.196
C -0.467 -2.265 -1.252 0.1 0.0 -0.1 0.066
C -4.845 -1.692 0.704 -0.1 -0.1 0.0 -0.220
C -5.697 -0.906 1.466 0.0 -0.1 -0.1 -0.158
H -6.708 -1.234 1.667 0.0 0.0 0.0 0.227
H -2.338 -4.906 -2.172 0.0 0.0 0.0 0.228
H -1.199 3.354 2.228 0.0 0.0 0.0 0.235
H 1.768 0.749 -0.118 -0.5 -0.2 0.1 0.425
H 3.603 2.091 -1.495 0.1 0.0 0.0 0.225
H -5.863 0.952 2.544 0.0 0.0 0.0 0.229
H -1.228 1.756 2.993 0.0 0.0 0.0 0.244
H 2.860 -1.046 0.904 0.0 0.0 0.0 0.251
H 2.426 -0.454 -2.718 -0.1 0.0 0.0 0.187
H 0.602 4.514 1.492 0.0 0.0 0.0 0.197
H 1.529 1.040 -2.406 0.0 0.0 0.0 0.253
H 3.228 -1.747 -0.677 0.0 0.0 0.0 0.189
H 5.288 -0.670 0.226 0.0 0.0 -0.1 0.229
H -5.198 -2.633 0.310 0.0 0.0 0.0 0.216
H 0.516 -1.819 -1.342 0.0 0.0 0.0 0.210
H 4.399 0.855 0.433 0.0 0.1 -0.1 0.224
H 2.004 3.751 2.280 0.0 0.0 0.0 0.188
H 4.760 -0.538 -2.133 0.1 0.0 0.0 0.425
H 5.661 0.757 -1.664 0.0 0.0 0.0 0.436
H -3.952 -3.638 -0.816 0.0 0.0 0.0 0.221
H 2.117 4.314 0.598 0.0 0.0 0.0 0.193
H 0.155 2.839 3.239 0.0 0.0 0.0 0.220
H -0.027 -3.985 -2.459 0.0 0.0 0.0 0.224
H 3.924 1.500 -3.142 0.1 -0.1 0.0 0.229
H -3.522 1.606 2.004 0.0 0.0 0.0 0.197
```
Positions in Å, forces in eV/Å.


(4)
Below is a structure of composition C44H43GeN4Y, with properties calculated with ωB97M-V with the def2-TZVPD basis set.

Summary:
- Frontier orbital gap: 0.2097 Eh
- E_LUMO: 0.224 eV
- HOMO level: -0.20141 Ha
- F_max: 2.4 eV/Å
- Multiplicity: 1
- Energy: -4036.65607 Eh
- Relative energy (zero: lowest compared OMol25 entry of this formula, charge and spin): 114.6 kJ/mol

The geometry in XYZ format:
```
93
Properties=species:S:1:pos:R:3:forces:R:3:mulliken_charge:R:1
Y 0.361 -0.847 -1.069 -1.4 1.5 1.2 0.270
Ge -2.571 0.026 -2.466 -0.1 -0.1 0.4 1.627
N 0.835 1.631 -0.368 -0.1 -0.1 -0.4 0.226
N 2.958 -1.577 1.483 0.3 0.0 0.6 -0.044
N 1.696 -1.650 3.404 -0.4 -0.3 -0.2 0.000
N 0.618 -1.458 1.358 0.2 0.3 -1.5 0.369
C -2.238 -2.097 -6.184 0.0 -0.1 -0.2 -0.663
C 5.546 -1.142 -1.049 -0.2 0.0 0.0 -0.654
C -1.414 2.564 -3.566 0.1 -0.2 -0.1 -0.251
C 2.717 4.454 -0.709 0.0 0.0 0.0 -1.352
C -0.884 -2.030 -6.467 0.1 0.0 -0.1 -0.476
C -3.041 -0.718 3.239 -0.1 0.0 0.0 -0.803
C 3.230 -0.790 6.612 0.0 0.1 -0.1 -0.707
C 4.813 -1.015 -2.212 0.0 0.1 -0.3 -1.227
C -4.972 0.408 -0.983 0.2 0.0 0.2 -0.545
C -1.550 -2.258 2.130 0.4 0.1 0.0 1.159
C -2.771 -1.971 2.719 0.0 0.0 0.0 -0.962
C 1.214 4.172 -0.602 0.4 0.9 -0.1 0.187
C -6.849 0.553 -2.985 -0.2 0.0 -0.2 -0.680
C 2.484 -0.979 4.342 0.4 0.3 0.2 0.156
C -2.752 -1.427 -5.088 -0.1 0.1 0.1 -0.492
C 1.724 -1.507 2.021 0.0 -0.4 0.3 -0.091
C -4.556 0.264 -2.302 0.6 -0.1 -0.2 0.185
C 1.739 -2.720 5.984 0.0 0.1 0.0 -1.577
C -1.230 -3.622 1.595 0.0 0.2 -0.1 -1.455
C 3.931 0.361 6.292 0.1 0.1 0.0 -0.664
C -2.038 4.093 -1.358 0.0 0.2 0.1 -0.477
C -1.473 4.697 -2.471 -0.1 0.1 -0.1 -0.745
C 3.194 0.173 4.018 -0.1 0.0 0.0 -0.090
C 0.968 2.767 -0.490 -0.2 -1.3 0.2 -0.075
C 3.496 -1.381 0.186 0.0 0.1 -0.7 -0.008
C -1.145 3.922 -3.570 0.1 0.3 -0.1 -0.467
C -6.293 0.641 -0.660 -0.2 0.1 0.0 -0.709
C -1.936 -0.677 -4.251 -0.5 0.2 0.6 0.282
C -2.076 0.273 3.192 0.0 0.0 0.0 -1.097
C -2.245 2.726 -1.342 -0.2 -0.1 0.2 -0.406
C -1.915 -0.926 -0.945 1.4 -0.4 -0.9 -0.812
C -1.961 1.938 -2.452 0.0 -0.5 -0.3 0.115
C -7.243 0.701 -1.667 -0.1 0.0 0.0 -0.405
C 3.432 -1.085 -2.160 -0.3 0.0 0.3 -0.012
C 5.742 -1.564 1.393 0.0 0.1 -0.1 -1.509
C -0.595 -1.237 2.046 -0.6 0.1 0.5 0.186
C -0.857 0.016 2.597 0.1 -0.2 -0.1 -0.026
C -5.514 0.350 -3.299 0.1 0.0 -0.2 -0.170
C -0.050 -1.285 -5.646 0.2 -0.1 -0.1 -1.072
C 4.903 -1.353 0.158 0.0 0.0 0.2 0.998
C 2.697 -1.249 -0.970 1.1 -0.7 0.4 -0.142
C 2.504 -1.475 5.653 0.0 -0.1 -0.1 0.816
C 3.915 0.838 4.993 0.1 0.0 0.0 -0.994
C -0.577 -0.628 -4.551 0.0 0.1 0.3 -0.325
H 6.797 -1.549 1.127 0.0 0.0 0.0 0.385
H -0.701 4.383 -4.441 0.0 0.0 -0.1 0.403
H -1.213 1.989 -4.460 0.0 0.0 -0.1 0.378
H 5.320 -0.865 -3.156 0.0 0.0 -0.1 0.403
H -2.367 -1.930 -0.939 -0.5 0.2 0.2 0.144
H 0.664 -2.536 5.946 -0.1 -0.1 0.0 0.328
H 1.986 -3.071 6.981 0.0 0.0 0.1 0.421
H 3.250 -1.161 7.626 0.0 -0.1 0.1 0.391
H -3.522 -2.744 2.772 -0.1 -0.1 0.0 0.411
H -6.582 0.777 0.374 0.0 0.0 0.0 0.399
H 2.899 -1.013 -3.107 -0.1 0.0 -0.1 0.390
H 0.682 4.545 -1.485 0.1 -0.1 0.3 -0.120
H -4.228 0.318 -0.201 0.1 0.0 0.1 0.229
H 4.484 0.886 7.056 0.1 0.0 0.1 0.396
H 4.455 1.739 4.740 0.0 0.1 0.0 0.412
H 3.245 4.068 0.161 0.0 0.0 0.0 0.344
H -2.273 1.245 3.615 0.0 0.1 0.0 0.426
H -7.586 0.604 -3.776 0.0 0.0 0.0 0.377
H 6.624 -1.081 -1.074 0.1 -0.1 0.0 0.319
H 0.092 -0.043 -3.910 0.0 0.0 -0.1 0.713
H 5.580 -0.785 2.141 0.0 0.0 0.1 0.276
H -4.005 -0.516 3.681 -0.1 0.0 0.1 0.442
H -2.123 -4.238 1.557 0.0 -0.1 0.0 0.476
H -5.222 0.258 -4.336 0.0 0.0 -0.1 0.287
H -2.331 4.704 -0.514 0.0 0.0 0.1 0.403
H -2.666 2.253 -0.464 -0.1 0.0 0.1 0.313
H 0.783 -1.918 3.753 0.0 0.1 -0.1 0.513
H -1.304 5.766 -2.488 0.0 0.1 0.0 0.394
H 5.535 -2.536 1.845 0.0 0.0 0.1 0.406
H -8.285 0.862 -1.424 -0.1 0.0 0.0 0.374
H 1.972 -3.506 5.267 0.0 -0.1 0.0 0.342
H -2.893 -2.681 -6.817 0.0 0.0 0.0 0.399
H 3.140 3.988 -1.597 0.0 0.0 0.0 0.347
H -0.803 -3.543 0.591 -0.1 -0.1 0.1 0.213
H -0.099 0.787 2.534 0.0 0.0 0.0 0.497
H -0.494 -4.118 2.229 0.1 -0.1 0.0 0.290
H 3.670 -1.729 2.184 -0.2 0.0 -0.1 0.056
H 1.011 -1.222 -5.860 0.0 0.0 0.0 0.406
H -3.809 -1.492 -4.867 -0.1 -0.1 0.0 0.266
H 2.872 5.529 -0.768 0.1 0.0 0.0 0.387
H 0.799 4.663 0.284 -0.1 -0.1 -0.2 0.344
H 3.151 0.561 3.010 0.0 0.0 -0.1 0.646
H -0.478 -2.547 -7.325 0.0 0.0 0.0 0.385
```
Positions in Å, forces in eV/Å.


(5)
Below is a structure of composition C31H26N6O2S4Ti, with properties calculated with ωB97M-V with the def2-TZVPD basis set.

Summary:
- Charge: -2
- Frontier orbital gap (alpha / beta): 0.1602 / 0.1995 Eh
- E_LUMO (alpha / beta): 4.245 / 4.245 eV
- HOMO level (alpha / beta): -0.00417 / -0.04353 Ha
- F_max: 1.2 eV/Å
- Multiplicity: 3
- Energy: -4118.36012 Eh
- Relative energy (zero: lowest compared OMol25 entry of this formula, charge and spin): 0.0 kJ/mol

The geometry in XYZ format:
```
70
Properties=species:S:1:pos:R:3:forces:R:3:mulliken_spin:R:1
Ti -0.757 -0.296 0.586 -1.0 -0.2 -0.6 1.175
S 0.180 -2.097 -1.117 -0.1 0.2 0.1 -0.014
S -2.567 -2.117 0.466 0.0 0.0 0.0 -0.022
S -2.917 0.888 1.403 0.2 0.0 0.1 -0.023
S 2.851 0.157 0.935 -0.1 -0.1 -0.2 0.011
O 3.621 0.462 2.125 0.1 0.1 0.0 -0.001
O 2.683 1.184 -0.056 0.0 0.0 0.0 0.005
N -0.724 -2.044 -3.639 0.0 0.1 0.0 0.015
N -0.954 -0.065 -2.513 0.1 0.0 0.5 -0.046
N 1.427 -0.464 1.286 0.4 0.2 0.5 -0.016
N -0.283 1.826 0.956 0.0 0.1 -0.1 0.118
N -0.787 0.593 -1.295 0.0 0.1 -0.6 0.191
N -0.261 -0.989 2.587 -0.5 0.1 0.3 -0.040
C -4.107 -1.554 1.081 0.2 0.0 0.0 -0.002
C 0.172 3.494 -3.116 0.1 0.0 0.0 0.023
C -6.602 -0.668 2.016 0.0 -0.1 0.0 0.004
C 1.825 -1.107 3.714 -0.1 0.1 -0.2 -0.023
C -4.271 -0.215 1.488 0.1 -0.1 0.0 0.010
C 4.609 -1.949 0.847 0.0 0.0 -0.1 0.000
C 1.142 -1.462 4.856 0.0 0.0 0.2 0.026
C -0.394 4.022 -0.035 0.0 -0.1 0.0 0.041
C 5.062 -3.274 -1.121 0.0 0.0 0.0 -0.001
C -1.997 2.528 -3.424 0.0 0.0 0.1 0.019
C -0.035 2.420 2.127 0.0 -0.3 0.0 -0.034
C -0.701 1.922 -1.373 0.1 0.2 0.0 0.092
C 0.031 4.196 -4.309 0.0 0.0 0.0 -0.010
C 4.193 -2.460 -1.837 0.0 0.0 0.0 0.004
C -5.204 -2.418 1.159 0.0 -0.1 0.0 0.002
C -0.919 -1.316 3.698 0.2 -0.1 -0.1 0.044
C -0.449 2.608 -0.157 0.0 0.1 0.0 0.195
C -2.141 3.227 -4.609 0.0 0.0 0.0 -0.008
C -6.440 -1.993 1.618 0.0 0.1 0.0 -0.001
C -1.126 4.066 -5.060 0.0 0.0 0.0 0.017
C -5.524 0.200 1.946 0.0 0.1 0.0 -0.002
C 5.733 -4.450 -1.780 0.0 0.0 0.0 0.000
C -0.565 -1.296 -2.457 0.0 -0.2 -0.1 0.060
C 3.734 -1.155 0.116 0.1 -0.1 0.2 -0.001
C 0.078 3.775 2.302 0.0 0.1 0.0 0.133
C 3.524 -1.408 -1.230 0.0 0.0 0.0 -0.007
C -0.252 -1.565 4.880 0.0 0.0 -0.2 -0.013
C -0.840 2.660 -2.652 -0.1 -0.1 0.0 -0.037
C 1.067 -0.845 2.550 0.3 -0.2 0.1 0.019
C 5.267 -3.002 0.229 0.0 0.0 0.0 0.000
C -0.128 4.596 1.173 0.0 0.0 0.0 0.034
H -7.271 -2.690 1.664 0.0 0.0 0.0 0.000
H 1.710 -1.658 5.761 0.0 0.0 0.0 0.004
H 4.010 -2.665 -2.886 0.0 0.0 0.0 0.000
H -0.092 5.677 1.255 0.0 0.0 0.1 0.003
H -0.579 4.633 -0.907 0.0 0.0 0.0 0.015
H 5.948 -3.622 0.803 0.0 0.0 0.0 0.000
H 0.070 1.741 2.968 0.0 0.0 0.0 0.008
H 5.830 -4.295 -2.855 0.0 0.0 0.0 0.000
H 6.729 -4.626 -1.371 0.0 0.0 0.0 0.000
H -1.996 -1.376 3.587 0.0 0.0 0.0 0.007
H 2.897 -0.996 3.695 0.0 0.0 0.1 -0.002
H 2.829 -0.802 -1.792 0.0 0.1 0.0 0.002
H -5.063 -3.446 0.843 0.0 0.0 0.0 0.000
H -0.885 -3.015 -3.424 0.0 -0.1 0.0 0.002
H 0.289 4.182 3.281 0.0 0.0 0.0 0.014
H 4.774 -1.729 1.893 0.0 0.0 0.0 0.000
H -5.640 1.234 2.252 0.0 0.0 0.0 0.001
H -2.774 1.862 -3.075 0.0 0.0 0.0 0.000
H 1.087 3.580 -2.544 0.0 0.0 0.0 0.006
H -1.467 -1.653 -4.202 0.0 0.0 0.0 -0.001
H -7.561 -0.311 2.377 0.0 0.0 0.0 0.001
H 0.838 4.835 -4.649 0.0 0.0 0.0 -0.001
H -1.237 4.608 -5.993 0.0 0.0 0.0 0.003
H -3.050 3.110 -5.188 0.0 0.0 0.0 0.000
H -0.803 -1.831 5.771 0.1 0.0 0.0 -0.001
H 5.152 -5.364 -1.632 0.0 0.0 0.0 0.000
```
Positions in Å, forces in eV/Å.


Question: relative energy (zero: lowest compared OMol25 entry of this formula, charge and spin) of number 5 (C31H26N6O2S4Ti)?
Answer: 0.0 kJ/mol


Question: Look up the energy of the fifth one.
Answer: -4118.36012 Eh


Question: What is the formula in the fifth record?
Answer: C31H26N6O2S4Ti


Question: Which formula does entry 1 have?
Answer: C6H13ClP